(1)
14
Properties=species:S:1:pos:R:3:mulliken_charge:R:1 method="wB97M-V/def2-TZVPD" multiplicity=1 smiles=S[C@@H]1[C@H](S)C[C@@H]1Cl max_force_ev_per_a=1.90 homo_ev=-8.8195 de_lowest_kj_mol=87.7 homo_lumo_gap_ev=9.53
C 1.040 -0.596 0.798 -0.06
C -0.251 -1.430 1.047 -0.96
C -1.142 -0.183 0.821 0.11
C 0.128 0.676 0.897 -0.49
H 1.912 -2.170 -0.557 0.11
H 1.821 -0.631 1.540 0.44
H -0.580 -2.192 0.302 0.38
H -0.334 -1.915 2.000 0.30
H -1.836 -0.087 1.624 0.33
H 0.273 0.969 1.913 0.23
H -0.334 1.741 -1.100 0.14
S 1.617 -0.870 -0.820 -0.21
S 0.431 2.088 -0.071 -0.13
Cl -1.902 -0.354 -0.756 -0.18


(2)
14
Properties=species:S:1:pos:R:3:mulliken_charge:R:1 method="wB97M-V/def2-TZVPD" multiplicity=2 charge=+1 max_force_ev_per_a=3.81 homo_ev="-10.6978 / -12.0616" de_lowest_kj_mol=0.0 homo_lumo_gap_ev="7.04 / 8.39"
H -3.386 0.175 1.652 0.22
O -4.336 0.973 -0.126 -0.16
C -3.379 1.822 -0.456 -0.03
O -3.848 2.827 -1.111 -0.18
C -5.267 3.085 -1.217 -0.59
H -5.349 4.040 -1.741 0.26
H -5.746 2.286 -1.792 0.27
H -5.708 3.144 -0.216 0.29
C -4.024 -0.119 0.633 -0.01
C -5.116 -1.106 0.732 -0.93
H -5.932 -0.737 1.380 0.27
H -5.552 -1.327 -0.255 0.30
H -4.729 -2.042 1.153 0.32
Cs 0.859 1.182 -1.128 0.97


(3)
12
Properties=species:S:1:pos:R:3:mulliken_charge:R:1 method="wB97M-V/def2-TZVPD" multiplicity=1 smiles=FCC1CC1 max_force_ev_per_a=3.84 homo_ev=-10.2683 de_lowest_kj_mol=95.3 homo_lumo_gap_ev=11.54
C 0.953 0.255 0.360 -0.42
C -0.349 -0.063 -0.461 0.01
C -1.546 -0.736 0.220 -0.58
C -1.471 0.720 -0.056 -0.68
H 1.035 1.309 0.652 0.27
H 0.950 -0.394 1.253 0.22
H -0.275 -0.322 -1.458 0.48
H -2.028 -1.452 -0.403 0.26
H -1.451 -1.066 1.295 0.21
H -2.071 0.989 -0.851 0.26
H -1.439 1.462 0.698 0.28
F 2.195 -0.176 -0.174 -0.31


(4)
14
Properties=species:S:1:pos:R:3:mulliken_charge:R:1 method="wB97M-V/def2-TZVPD" multiplicity=3 max_force_ev_per_a=3.49 homo_ev="-7.0026 / -9.1856" homo_lumo_gap_ev="7.67 / 8.33"
C 1.054 0.375 -0.759 0.34
C -0.916 -2.225 0.105 -0.85
C 1.081 2.702 0.228 -0.71
C -1.229 -1.089 -0.730 -0.76
N 0.624 1.419 -0.344 -0.18
F 2.258 -0.145 -0.952 -0.22
I -2.338 0.429 0.015 0.06
H -0.252 -2.970 -0.468 0.27
H -0.352 -1.969 1.022 0.30
H -1.789 -2.957 0.264 0.32
H 1.565 2.323 1.264 0.27
H 0.208 3.366 0.391 0.23
H 1.766 3.309 -0.337 0.29
H -0.743 -0.990 -1.676 0.65


(5)
14
Properties=species:S:1:pos:R:3:mulliken_charge:R:1 method="wB97M-V/def2-TZVPD" multiplicity=1 smiles="CN1CN=C[C@H]1F" max_force_ev_per_a=5.69 homo_ev=-9.5317 de_lowest_kj_mol=164.2 homo_lumo_gap_ev=10.32
C -1.637 -0.760 -0.493 -0.28
C 0.204 -1.246 0.618 -0.47
C -0.899 0.602 -0.291 0.17
C 1.483 0.883 0.127 -0.81
N -1.127 -1.656 0.237 -0.52
N 0.217 0.284 0.521 -0.07
F -1.818 1.493 0.329 -0.34
H -2.444 -0.819 -1.082 0.50
H 0.436 -1.517 1.561 0.36
H 0.975 -1.547 -0.083 0.34
H -0.795 0.942 -1.332 0.25
H 1.506 1.767 0.689 0.33
H 2.458 0.286 0.237 0.31
H 1.441 1.290 -1.038 0.22


(6)
14
Properties=species:S:1:pos:R:3:mulliken_charge:R:1 method="wB97M-V/def2-TZVPD" multiplicity=1 smiles="[H]/N=C/[C@@H](C)/C=N/F" max_force_ev_per_a=8.84 homo_ev="-9.7600 / -9.1662" de_lowest_kj_mol=508.8 homo_lumo_gap_ev="9.42 / 8.99"
C 0.482 -1.208 0.214 -0.24
C -1.147 0.450 -0.275 -0.42
C 1.172 1.155 0.161 -1.19
C 0.023 0.240 0.584 0.36
N 1.296 -1.370 -0.716 -0.54
N -2.577 0.250 0.482 -0.19
F -3.633 0.477 -0.364 -0.16
H -0.048 -1.994 0.742 0.42
H -1.128 0.445 -1.343 0.41
H 1.144 1.131 -0.921 0.34
H 1.004 2.186 0.423 0.37
H 2.154 0.596 0.319 0.32
H -0.323 0.077 1.627 0.27
H 1.580 -2.435 -0.932 0.25


(7)
15
Properties=species:S:1:pos:R:3:mulliken_charge:R:1 method="wB97M-V/def2-TZVPD" multiplicity=1 smiles="[H]/N=C1/NC[C@H](S)[C@H]1F" max_force_ev_per_a=6.63 homo_ev=-9.6552 de_lowest_kj_mol=263.4 homo_lumo_gap_ev=10.10
C -0.831 0.172 0.979 -0.40
C 0.470 -0.727 1.168 -0.52
C 0.568 0.311 -1.014 0.30
C -0.580 1.042 -0.265 0.05
H -1.463 -1.466 -0.384 0.17
H -1.110 0.759 1.819 0.43
H 1.385 -0.120 1.736 0.25
H 0.589 -1.678 1.669 0.31
H 1.679 -1.439 -0.409 0.30
H 0.780 1.368 -2.540 0.27
H -1.396 0.964 -0.931 0.39
N 0.807 -1.049 -0.300 -0.40
N 1.381 0.645 -1.974 -0.66
F 0.044 2.335 -0.018 -0.31
S -2.324 -1.116 0.463 -0.18


(8)
15
Properties=species:S:1:pos:R:3:mulliken_charge:R:1 method="wB97M-V/def2-TZVPD" multiplicity=1 max_force_ev_per_a=3.32 homo_ev=-9.5939 de_lowest_kj_mol=236.2 homo_lumo_gap_ev=10.43
C 0.806 -1.151 -0.084 -0.31
C 1.608 -0.131 -0.847 -0.51
C -2.848 0.380 0.578 -0.75
C 2.649 0.419 -0.223 0.02
O -0.617 -0.849 0.087 -0.30
O -0.776 1.654 -0.397 -0.54
F 3.096 0.065 0.966 -0.23
S -1.015 0.732 0.715 0.59
H 0.880 -2.139 -0.766 0.21
H 1.382 -1.493 0.854 0.26
H 1.288 0.226 -1.772 0.35
H -3.446 0.828 1.372 0.33
H -3.141 0.970 -0.395 0.25
H -3.083 -0.703 0.573 0.25
H 3.216 1.193 -0.662 0.38